Below is a structure of composition C12H12F5N2O2PdS3Sb, with properties calculated with the ωB97M-V functional and the def2-TZVPD basis.

XYZ file:
```
38
Properties=species:S:1:pos:R:3:forces:R:3
Pd 0.255 -0.067 -0.194 0.0 0.1 0.0
S 3.551 -2.163 -0.313 -0.2 0.1 -0.2
Sb 1.416 -3.316 -0.392 -0.2 0.3 0.1
S 1.305 -1.580 1.338 0.0 -0.3 0.1
S 0.537 -1.725 -1.938 0.4 -0.1 0.2
C -3.837 -2.306 -0.226 0.0 0.0 0.0
N -3.906 -1.156 0.664 0.1 0.1 0.0
C -5.116 -1.031 1.468 0.0 0.0 0.0
C -5.295 0.395 1.935 0.0 0.0 0.0
C -4.027 0.853 2.621 0.0 0.0 0.0
N -2.875 0.644 1.746 0.0 -0.2 -0.2
C -1.714 1.464 2.032 -0.1 0.0 0.2
C -2.816 -0.382 0.855 0.2 0.2 0.2
O -1.777 -0.624 0.185 -0.2 0.0 -0.1
H -4.721 -2.320 -0.863 0.0 0.0 0.0
H -3.806 -3.236 0.347 0.0 0.0 0.0
H -2.950 -2.238 -0.846 0.0 0.0 0.0
H -5.068 -1.714 2.324 0.0 0.0 0.0
H -5.958 -1.343 0.850 0.0 0.0 0.0
H -6.135 0.460 2.625 0.0 0.0 0.0
H -5.506 1.041 1.081 0.0 0.0 0.0
H -3.884 0.319 3.567 0.0 0.0 0.0
H -4.081 1.917 2.851 0.0 0.0 0.0
H -2.051 2.483 2.219 0.0 0.0 0.0
H -1.030 1.515 1.194 0.0 0.0 -0.2
H -1.168 1.110 2.910 0.0 0.0 0.0
F 6.914 2.786 -1.083 0.1 0.0 0.0
C 5.669 2.493 -0.823 0.0 -0.1 -0.1
C 5.041 3.095 0.278 0.0 0.1 0.1
F 5.730 3.939 1.025 0.0 0.0 0.0
C 3.739 2.804 0.562 0.2 0.0 -0.1
F 3.151 3.360 1.596 -0.1 0.0 0.0
C 2.986 1.868 -0.241 0.1 0.1 -0.1
O 1.804 1.608 0.043 -0.1 -0.3 -0.1
C 3.683 1.293 -1.379 -0.2 0.0 0.0
F 3.003 0.489 -2.172 0.0 0.0 0.1
C 4.981 1.590 -1.659 0.0 0.1 0.2
F 5.603 1.065 -2.696 0.0 0.0 0.0
```
Positions in Å, forces in eV/Å.

Results
gap between HOMO and LUMO (spin up / spin down) = 8.4 / 5.8 eV
total charge = +1
expectation value of S² = 8.810
maximum force = 0.009 hartree/bohr
multiplicity = 6

Below is an isolated molecule of C12H12N2S at a distorted geometry, with properties calculated with the ωB97M-V functional and the def2-TZVPD basis.

XYZ file:
```
27
Properties=species:S:1:pos:R:3:forces:R:3
C 2.573 -2.106 0.646 -0.4 -2.5 2.5
C 1.537 -1.206 0.587 -0.7 0.7 -1.3
C -2.722 -2.454 -0.621 -0.6 -0.5 -1.3
C -1.597 -1.729 -0.704 1.4 -1.4 -0.1
C 3.725 -1.652 0.089 2.3 0.3 0.1
C -3.157 -0.624 0.345 0.5 2.6 1.7
C 1.794 -0.085 -0.205 2.4 -0.3 -0.1
C 0.981 0.757 -0.871 -4.8 1.3 2.2
C -0.975 0.529 0.121 4.1 -2.0 -2.2
C 0.979 2.283 -0.892 1.3 -1.3 0.3
C -1.300 1.885 0.296 0.8 2.6 2.6
C 0.235 2.718 0.310 -3.9 -3.3 0.4
N -3.686 -1.707 -0.028 -1.8 -1.8 0.2
N -1.779 -0.583 -0.048 -2.1 3.0 1.2
S 3.583 -0.028 -0.525 -1.0 -0.9 0.0
H 2.398 -3.060 1.303 0.9 1.7 -1.6
H 0.550 -1.302 0.958 -0.6 -0.5 0.4
H -2.919 -3.394 -1.123 0.0 0.1 0.3
H -0.644 -2.045 -1.013 1.0 0.0 -0.6
H 4.766 -2.066 0.173 -1.4 0.3 -0.2
H -3.710 0.104 1.056 1.5 -0.9 -1.6
H 2.024 2.584 -0.613 -0.5 0.1 -1.3
H 0.500 2.693 -1.774 0.6 0.2 -0.4
H -2.034 2.293 -0.407 0.2 0.2 -0.3
H -1.771 2.088 1.341 0.7 -0.2 -1.4
H 0.727 2.416 1.211 0.2 -0.3 0.6
H -0.079 3.691 0.387 -0.1 2.7 -0.2
```
Positions in Å, forces in eV/Å.

Results
relative energy (zero: lowest compared OMol25 entry of this formula, charge and spin) = 168.3 kcal/mol
gap between HOMO and LUMO (spin up / spin down) = 6.0 / 7.6 eV
maximum force = 0.106 hartree/bohr

Below is a cluster of 2 separate species, C12H12N6O4 in total at a distorted geometry, with properties calculated with the ωB97M-V functional and the def2-TZVPD basis.

XYZ file:
```
34
Properties=species:S:1:pos:R:3:forces:R:3
N 2.102 5.354 -2.001 -1.4 -2.5 0.9
C 1.508 4.404 -1.651 1.1 2.0 -1.4
C 0.710 3.301 -1.190 -1.0 -0.3 -0.6
C 0.046 2.347 -1.971 0.8 0.7 0.5
C -0.763 1.339 -1.369 0.2 0.5 1.0
N -1.536 0.452 -2.189 -1.7 -1.1 -1.5
O -1.520 0.586 -3.436 0.5 0.0 2.2
O -2.249 -0.423 -1.633 1.3 2.2 -1.1
C -0.825 1.186 0.034 -2.6 -1.1 -0.5
C -0.158 2.146 0.791 2.2 0.6 2.5
N 0.249 2.085 2.142 -0.3 0.0 -1.6
O 0.071 1.263 3.033 0.2 1.4 -1.1
O 1.132 3.192 2.328 -1.0 -0.6 -0.4
N 1.308 3.903 1.131 -1.4 -1.8 -0.4
C 0.552 3.226 0.233 1.9 0.3 1.1
H 0.165 2.335 -3.054 -0.1 0.1 0.3
H -1.612 0.620 0.547 0.1 1.0 -0.7
C 1.932 -0.648 -0.156 0.0 0.1 0.1
C 0.732 -1.477 0.228 -0.7 -0.1 0.2
N -0.425 -0.932 0.378 1.5 -0.6 -0.5
C -1.597 -1.775 0.504 -0.2 0.0 -0.2
C -1.324 -3.034 1.291 -0.4 0.2 0.7
C -0.116 -3.759 0.749 0.1 -0.4 -0.2
N 0.910 -2.809 0.356 0.7 -0.1 -0.2
H 2.868 -1.210 -0.084 -0.2 0.1 0.0
H 1.807 -0.313 -1.195 0.1 -0.1 0.3
H 2.006 0.239 0.486 0.0 -0.2 -0.2
H -2.352 -1.145 1.003 -0.1 -0.4 -0.2
H -1.999 -2.058 -0.498 0.4 0.3 0.8
H -1.172 -2.755 2.343 0.0 -0.3 -0.1
H -2.201 -3.684 1.209 0.2 0.0 0.3
H 0.301 -4.423 1.514 -0.1 0.1 -0.1
H -0.396 -4.381 -0.115 0.1 0.2 0.2
H 1.846 -3.152 0.240 0.0 -0.1 0.0
```
Positions in Å, forces in eV/Å.

Results
relative energy (zero: lowest compared OMol25 entry of this formula, charge and spin) = 87.8 kcal/mol
SMILES string = N#Cc1cc([N+](=O)[O-])cc2c1no[n+]2[O-].CC1=NCCCN1
gap between HOMO and LUMO = 7.0 eV
maximum force = 0.065 hartree/bohr

Below is an isolated molecule of C12H12O at a distorted geometry, with properties calculated with the ωB97M-V functional and the def2-TZVPD basis.

XYZ file:
```
25
Properties=species:S:1:pos:R:3:forces:R:3
C -3.475 0.424 0.996 -4.4 -1.6 6.2
C -2.891 -0.079 -0.165 1.7 1.2 -5.5
C -1.367 0.120 -0.097 -0.8 -0.4 -1.2
C -0.992 1.409 -0.482 -1.2 2.8 2.1
C 0.297 1.797 -0.317 1.6 -0.2 -0.7
C 1.354 0.828 -0.121 1.0 -0.3 1.1
C 2.761 1.128 0.108 -0.9 3.3 -0.2
C 3.680 0.154 0.170 -0.6 -0.9 0.2
C 3.299 -1.214 0.115 1.2 -0.6 0.7
C 1.992 -1.596 0.047 0.8 -2.2 -1.1
C 1.029 -0.553 -0.002 -3.1 -0.1 -0.4
C -0.419 -0.824 0.066 0.7 -2.9 -0.5
H -3.309 -0.498 1.763 -0.3 2.3 -1.0
H -4.668 0.610 1.107 2.7 -0.5 -1.0
H -3.006 1.310 1.381 0.3 0.3 0.2
H -3.110 0.718 -1.051 -0.2 -2.1 1.3
H -2.746 -1.709 -1.162 0.2 -0.2 -0.5
H -1.855 2.216 -0.469 2.0 -1.5 -0.6
H 0.626 2.823 -0.473 -0.2 -0.1 0.1
H 3.192 2.230 0.296 -1.5 -2.4 -0.8
H 4.662 0.516 0.292 1.3 -0.3 0.2
H 4.050 -2.009 0.307 -0.3 0.7 -0.6
H 1.892 -2.799 -0.195 -0.7 3.4 1.1
H -0.793 -1.921 0.098 0.9 1.8 0.4
O -3.318 -1.382 -0.475 -0.2 0.4 0.6
```
Positions in Å, forces in eV/Å.

Results
relative energy (zero: lowest compared OMol25 entry of this formula, charge and spin) = 61.2 kcal/mol
SMILES string = C[C@H](O)c1ccc2ccccc2c1
gap between HOMO and LUMO = 9.1 eV
maximum force = 0.150 hartree/bohr

Below is a structure of composition C12H12O2 at a distorted geometry, with properties calculated with the ωB97M-V functional and the def2-TZVPD basis.

XYZ file:
```
26
Properties=species:S:1:pos:R:3:forces:R:3
C 1.712 -0.717 2.957 1.7 0.0 2.3
C 0.384 -0.456 3.306 0.3 -0.2 2.2
C 2.103 -0.442 1.680 2.0 -1.7 -0.3
C -0.488 -0.058 2.326 -3.0 0.3 1.6
C 1.190 -0.179 0.709 0.5 0.4 -0.8
C -0.132 0.035 1.012 -0.3 0.1 -1.0
C 0.277 1.079 -2.655 -1.2 0.6 -2.0
C 0.928 -1.277 -1.481 0.1 1.3 0.3
C 1.611 -0.165 -0.708 -1.8 -0.1 0.6
C -0.936 0.520 -0.151 2.4 0.3 -3.2
C 0.450 0.105 -1.588 -2.2 1.4 2.6
C -2.949 0.500 -1.442 -3.0 2.1 0.0
O 0.259 2.300 -2.488 0.3 -2.0 -0.3
O -2.063 -0.088 -0.540 -0.8 -1.0 1.2
H 2.598 -1.041 3.649 -2.3 0.6 -0.8
H -0.026 -0.471 4.375 1.0 -0.3 -1.7
H 3.142 -0.724 1.378 -0.9 0.6 0.2
H -1.534 0.162 2.726 1.3 -0.2 -1.1
H -0.059 0.624 -3.756 0.9 0.9 2.3
H 1.405 -1.655 -2.302 1.4 -0.9 -2.2
H 0.414 -2.033 -0.954 -0.8 -0.5 0.8
H 2.541 0.296 -0.850 1.4 0.0 -0.8
H -0.922 1.617 -0.243 -0.3 -0.2 -0.1
H -4.050 0.172 -1.197 2.2 -0.1 -0.4
H -2.744 0.228 -2.522 0.1 0.6 1.2
H -3.114 1.667 -1.239 1.1 -2.2 -0.8
```
Positions in Å, forces in eV/Å.

Results
relative energy (zero: lowest compared OMol25 entry of this formula, charge and spin) = 81.0 kcal/mol
gap between HOMO and LUMO = 9.3 eV
maximum force = 0.078 hartree/bohr

Below is an isolated molecule of C12H12OS2 at a distorted geometry, with properties calculated with the ωB97M-V functional and the def2-TZVPD basis.

XYZ file:
```
27
Properties=species:S:1:pos:R:3:forces:R:3
C -2.741 -1.411 0.825 -0.2 -0.2 -0.1
C 3.105 -1.651 1.088 0.3 0.0 0.0
C -1.581 -0.613 0.692 0.3 0.0 -0.2
C 1.781 -1.196 0.899 0.0 0.2 -0.2
C -2.939 -2.224 -0.242 0.1 -0.2 -0.3
C 3.876 -1.498 -0.018 -0.1 0.2 -0.3
C -0.910 -0.840 -0.470 -0.3 -0.4 -0.3
C 1.569 -0.700 -0.352 0.4 -0.2 -0.3
C 0.972 2.225 -0.005 0.1 0.2 0.2
C 0.109 1.595 -0.766 0.7 -3.8 -0.2
C -1.054 2.115 -1.509 -0.1 0.1 0.0
C 0.333 -0.214 -0.999 -0.8 3.9 0.5
O 0.413 -0.282 -2.400 0.0 -0.1 -0.3
S -1.715 -2.042 -1.433 -0.1 0.4 0.6
S 3.008 -0.785 -1.320 -0.1 -0.1 0.6
H -3.402 -1.370 1.671 -0.1 0.0 0.1
H 3.457 -2.085 2.008 0.1 -0.1 0.1
H -1.267 0.107 1.426 0.1 0.2 0.1
H 1.029 -1.243 1.662 -0.3 0.0 0.1
H -3.733 -2.927 -0.415 -0.1 -0.1 0.0
H 4.905 -1.758 -0.163 0.2 -0.1 0.1
H 1.786 1.719 0.486 0.1 -0.2 0.1
H 0.899 3.289 0.158 -0.1 0.2 0.0
H -1.972 1.637 -1.166 0.0 0.0 0.0
H -1.135 3.189 -1.361 -0.1 0.1 0.0
H -0.938 1.899 -2.567 -0.1 0.0 -0.2
H 0.579 -1.194 -2.669 0.1 -0.1 0.0
```
Positions in Å, forces in eV/Å.

Results
SMILES string = C=C(C)C(O)(c1cccs1)c1cccs1
gap between HOMO and LUMO = 9.4 eV
maximum force = 0.078 hartree/bohr